{
  "formula": "C5H8N2O2S2",
  "method": "ωB97M-V/def2-TZVPD",
  "species": ["S", "S", "O", "O", "N", "N", "C", "C", "C", "C", "C", "H", "H", "H", "H", "H", "H", "H", "H"],
  "coordinates": [[0.59938, 1.20193, 0.46919], [-0.78299, 0.63712, -2.98647], [1.13005, 1.01289, -1.15826], [0.62153, 2.60328, 0.67929], [-0.64228, 0.40313, 0.70603], [-0.05464, -1.74318, -3.05751], [-0.90103, -0.95651, -3.62360], [0.76367, -1.19323, -2.17244], [-1.99999, 0.76703, 0.44092], [1.89141, 0.23998, 1.13729], [0.63145, 0.16470, -2.04450], [1.70585, -0.05387, 2.14787], [-1.52021, -1.41588, -4.29202], [-2.11730, 0.57341, -0.73601], [2.79321, 0.71967, 1.06619], [-2.67785, 0.20931, 1.14720], [1.45881, -1.79637, -1.71629], [1.82900, -0.61700, 0.49114], [-1.99561, 1.93114, 0.47264]],
  "homo_energy_ev": -9.1,
  "smiles": "CN=[S@](C)(=O)Oc1cncs1",
  "de_lowest_kj_mol": 281.89,
  "total_energy_ev": -34056.7177,
  "orbital_gap_ha": 0.3516
}

{
  "formula": "C29H33BN2O5P2",
  "method": "ωB97M-V/def2-TZVPD",
  "species": ["P", "P", "O", "O", "O", "O", "O", "N", "N", "C", "C", "C", "C", "C", "C", "C", "C", "C", "C", "C", "C", "C", "C", "C", "C", "C", "C", "C", "C", "C", "C", "C", "C", "C", "C", "C", "C", "C", "B", "H", "H", "H", "H", "H", "H", "H", "H", "H", "H", "H", "H", "H", "H", "H", "H", "H", "H", "H", "H", "H", "H", "H", "H", "H", "H", "H", "H", "H", "H", "H", "H", "H"],
  "coordinates": [[-0.50666, -2.72991, 0.57778], [-1.77839, 2.21367, 0.04609], [0.08318, 2.64932, -2.92872], [5.18923, -1.63735, -0.75389], [0.04464, -2.50677, 2.20348], [-1.60524, 3.88522, -0.19212], [-2.40196, -0.67404, -1.82755], [-1.39164, 1.43649, -1.47747], [-2.16164, -2.15520, 0.65685], [2.85205, -0.50126, -0.82882], [2.03182, -1.67062, -0.46942], [4.19343, 6.19863, -1.12775], [-6.16867, 2.32277, 1.47643], [3.49725, 4.25128, -2.98532], [-7.49842, 1.96825, 1.28331], [-5.49365, 0.67987, -0.14896], [-7.82548, 0.96994, 0.37367], [0.56124, -1.54520, -0.39459], [-1.46909, -0.02771, -1.50047], [2.26214, 0.67672, -1.49753], [4.83473, 4.57234, -2.78287], [-1.93287, -5.78360, 1.47360], [-1.86858, -6.31535, 2.75557], [-6.82414, 0.32906, -0.34588], [-0.01006, -0.40380, -1.09064], [-1.56547, -7.97278, 0.54595], [-1.78284, -6.61223, 0.36945], [-0.51361, 1.81528, 1.38367], [2.50897, 4.89855, -2.25354], [-1.50647, -8.50620, 1.82802], [-1.66011, -7.67766, 2.93230], [-5.16596, 1.67533, 0.76304], [5.18228, 5.54492, -1.85293], [0.82981, 0.69886, -1.61367], [6.68804, 0.62796, 0.15806], [-0.15966, 1.78856, -2.14609], [2.85652, 5.87352, -1.32644], [5.11038, 0.72092, 0.37849], [4.42382, -0.49237, -0.41826], [4.78034, 1.71173, -0.03530], [-2.60181, -2.59016, 1.47393], [-1.98178, -5.66779, 3.61726], [0.39220, 1.25856, 1.03412], [7.06874, -0.26407, 0.71232], [-8.86242, 0.69156, 0.22472], [-1.36030, 4.30193, 0.65326], [4.84088, 0.72156, 1.46533], [6.91794, 0.49396, -0.92553], [-5.91338, 3.10331, 2.18408], [2.08530, 6.38049, -0.75819], [4.77546, -2.36656, -0.25161], [-4.12443, 1.94569, 0.91531], [-1.83458, -6.19646, -0.63028], [4.46451, 6.96081, -0.40664], [7.18443, 1.53932, 0.56806], [-0.13150, 2.78583, 1.81767], [-1.34057, -9.56827, 1.96593], [1.46734, 4.64290, -2.40701], [-2.09884, -4.72540, 1.33575], [-4.71171, 0.17646, -0.70737], [6.22509, 5.79425, -1.69402], [5.60594, 4.06425, -3.35033], [3.22464, 3.49550, -3.71348], [-1.44309, -8.61836, -0.31570], [2.86502, 1.51356, -1.90482], [-8.28009, 2.47022, 1.84190], [0.18403, -1.54056, 2.27924], [-0.95307, 1.25081, 2.24337], [-7.08021, -0.44481, -1.06000], [-1.61656, -8.09386, 3.93213], [2.48564, -2.66253, -0.22607], [-2.09212, -1.14922, 0.87919]],
  "homo_energy_ev": -8.7,
  "smiles": "CCB(O)c1cc2c(c(P(N)O)c1)C(=O)N(P(C)O)C2=O.c1ccccc1.c1ccccc1.c1ccccc1",
  "total_energy_ev": -63079.3998,
  "orbital_gap_ha": 0.2838
}

{
  "formula": "C2H9N3O2",
  "method": "ωB97M-V/def2-TZVPD",
  "species": ["O", "O", "N", "N", "N", "C", "C", "H", "H", "H", "H", "H", "H", "H", "H", "H"],
  "coordinates": [[-0.43544, 2.09269, -0.38576], [-1.25382, -1.23166, -1.27864], [1.23081, 0.22450, -0.02693], [-0.66766, 0.08545, -1.48460], [-1.39737, 0.38172, 0.80036], [1.45300, -0.90922, 0.86464], [-0.56559, 0.72478, -0.24932], [0.86114, -0.07982, -1.09983], [-1.55556, -0.61386, 0.86757], [1.00730, -0.73476, 1.84818], [-1.95176, -1.26034, -1.94560], [0.97427, -1.79181, 0.43843], [1.72922, 1.06197, 0.26532], [-1.20248, 0.85610, 1.66925], [2.51992, -1.09459, 0.99930], [-0.74598, 2.28885, -1.28236]],
  "homo_energy_ev": -7.7,
  "de_lowest_kj_mol": 424.66,
  "total_energy_ev": -10781.6411,
  "orbital_gap_ha": 0.3122
}

{
  "formula": "C49H36F2N5PdS3",
  "method": "ωB97M-V/def2-TZVPD",
  "species": ["Pd", "S", "S", "S", "F", "F", "N", "N", "N", "N", "N", "C", "C", "C", "C", "C", "C", "C", "C", "C", "C", "C", "C", "C", "C", "C", "C", "C", "C", "C", "C", "C", "C", "C", "C", "C", "C", "C", "C", "C", "C", "C", "C", "C", "C", "C", "C", "C", "C", "C", "C", "C", "C", "C", "C", "C", "C", "C", "C", "C", "H", "H", "H", "H", "H", "H", "H", "H", "H", "H", "H", "H", "H", "H", "H", "H", "H", "H", "H", "H", "H", "H", "H", "H", "H", "H", "H", "H", "H", "H", "H", "H", "H", "H", "H", "H"],
  "coordinates": [[-0.29552, -0.17455, -0.01096], [0.32662, 0.23305, -5.74285], [-2.68161, 4.41874, 5.09607], [2.24458, -0.63994, -1.43197], [-3.92457, -3.11944, 2.49047], [-0.09118, -2.13053, 4.96946], [2.34070, -3.27452, -1.35123], [3.16133, -2.13276, 0.49960], [-1.03530, 1.65717, 1.04606], [-0.45728, 1.34284, -1.61130], [1.27209, 0.10173, 1.63215], [-1.25630, 1.80139, 2.33048], [-2.18488, 3.99050, 2.01966], [-2.19732, 4.62840, -1.63474], [-0.25925, 1.15803, -2.89567], [-2.55572, -1.73283, -4.66328], [-0.44706, 1.73407, -5.27697], [-2.65600, -1.38567, -5.99429], [-1.41362, -2.35816, -2.06844], [-2.91370, -6.92712, -2.48733], [-2.14121, -3.02192, -4.29111], [-1.92616, -3.58015, -6.63542], [-0.15524, -1.45460, 2.67746], [3.26005, 0.99842, 2.57235], [2.02594, -0.68386, 3.75179], [-1.97007, -4.70187, -2.40320], [-2.39054, 4.82524, -0.31266], [-2.68863, -2.60515, 2.54938], [-1.37837, 2.65414, 0.16972], [-1.11780, 2.47633, -1.19355], [-0.73795, -2.09233, 3.78580], [-1.51691, 2.12894, 5.28732], [-1.54812, 3.45689, -2.13946], [-1.80067, 2.95617, 2.90981], [2.31724, 0.91593, 1.56594], [1.08720, -0.69480, 2.71307], [-0.77669, 2.46809, -6.40172], [-1.18872, -5.11322, -1.30866], [1.83301, -3.29863, -2.70546], [-0.92881, -1.53633, -1.30712], [-0.67698, 2.04745, -3.90310], [-2.14673, -2.01348, 1.41560], [-2.85858, -5.63623, -2.96380], [3.10600, 0.17223, 3.68444], [0.17794, 0.62488, -7.40261], [-1.88463, -3.36232, -2.91541], [-1.99477, -2.65948, 3.74631], [-1.99691, 3.84793, 0.65787], [-1.93338, 3.03944, 4.32953], [-0.88574, -1.43886, 1.46233], [-2.42282, 3.74908, 6.65022], [-2.33082, -2.29930, -6.98672], [-1.79686, 2.53585, 6.59414], [-1.84985, -3.94508, -5.30878], [-1.33461, 3.22596, -3.48493], [2.58965, -2.14135, -0.70984], [-1.24179, -6.41050, -0.84796], [-2.09217, -7.33341, -1.44421], [-0.42364, 1.83733, -7.59781], [3.40150, -3.29069, 1.33064], [-1.25348, 3.42980, -6.36949], [-1.65167, -4.29205, -7.40112], [4.07945, 1.69251, 2.49965], [-1.50768, -4.93287, -5.03464], [-2.39532, -2.01955, -8.02732], [-0.52058, -4.39943, -0.84635], [0.26665, 0.25264, -3.17811], [-2.98275, -0.39286, -6.26890], [0.53834, -0.06166, -8.14273], [-2.73329, -2.01784, 0.50585], [-1.02179, 1.20311, 5.06165], [-2.74505, 4.28234, 7.52235], [3.34643, -1.21742, 0.88655], [2.38831, 1.53108, 0.67662], [-1.54527, 1.95878, 7.46502], [3.95336, -4.05820, 0.78321], [-0.61111, -6.70809, -0.02122], [-3.52834, -5.32163, -3.75149], [-2.81728, -1.02359, -3.89107], [3.81851, 0.20853, 4.49148], [2.45535, -3.71194, 1.68609], [1.90910, -1.33178, 4.60420], [2.48185, -4.15717, -0.88239], [3.99692, -2.98202, 2.18624], [-2.11609, -8.35496, -1.09643], [1.78342, -4.32832, -3.04230], [-2.86507, 5.72416, 0.04679], [-2.62431, 4.89216, 2.41850], [-0.60086, 2.25676, -8.57138], [-2.43198, -3.10140, 4.62790], [-1.67724, 3.93999, -4.21638], [2.49233, -2.72785, -3.36209], [-2.52747, 5.36353, -2.35120], [0.83752, -2.85132, -2.73782], [-3.60634, -7.62671, -2.93256], [-0.99312, 0.96566, 2.96464]],
  "homo_energy_ev": [-9.4, -9.4],
  "de_lowest_kj_mol": 0.00,
  "total_charge": 1,
  "total_energy_ev": -100262.1847,
  "orbital_gap_ha": [0.1903, 0.1904]
}